DFT (ωB97M-V with the def2-TZVPD basis set) results for C5H5AgF3O6S as an isolated structure.

Structure (XYZ):
```
21
Properties=species:S:1:pos:R:3:forces:R:3:lowdin_charge:R:1
O -2.1818 2.1145 0.8579 0.61 -0.02 -0.59 0.1941
C -1.3390 2.0289 0.0144 -0.46 0.06 0.36 -0.4919
O -1.5516 2.3851 -1.2764 -0.36 -0.10 0.35 0.1337
C 0.0842 1.5832 0.3797 -0.18 -0.27 -0.17 -0.0569
C 0.2112 0.0956 0.7331 0.20 -0.19 0.16 -0.2045
O 1.6171 -0.2771 0.6478 -0.33 -0.11 0.41 -0.1996
S 1.9639 -1.0840 -0.6988 0.22 -0.03 0.38 0.6440
O 2.4523 -0.0657 -1.6003 0.05 -0.38 -0.14 -0.2787
O 2.7210 -2.2264 -0.3920 -0.05 0.25 -0.31 -0.1255
O 0.4862 -1.4356 -1.0875 -0.10 -0.03 -0.21 -0.0917
C -0.4985 -0.9188 -0.1914 -0.31 0.19 0.02 -0.1182
C -1.1225 -2.0796 0.6043 0.23 0.37 -0.07 -0.6255
F -1.9528 -2.7652 -0.1445 -0.34 -0.34 -0.46 0.2179
F -1.7858 -1.5775 1.6377 -0.38 0.28 0.34 0.1909
F -0.1782 -2.8775 1.0624 0.56 -0.40 0.21 0.2104
H -1.1851 1.7934 -1.9459 0.29 0.10 0.09 0.1278
H 0.7400 1.7840 -0.5068 -1.51 -0.01 -0.18 0.0617
H 0.4063 2.1593 1.2532 -0.16 0.06 -0.11 0.1468
H -0.0603 -0.0512 1.7776 -0.15 -0.08 -0.16 0.1781
H -1.2901 -0.4865 -0.8090 0.05 0.06 0.18 0.1804
Ag 2.4635 1.9010 -0.3155 2.13 0.60 -0.11 0.9066
```
Forces are in eV/Å.

The total energy comes out at -1489.40733 Ha. Its net charge is +1.